C24H24N4O2 | wB97M-V/def2-TZVPD

Results
- Relative energy (zero: lowest compared OMol25 entry of this formula, charge and spin): 492.4 kJ/mol
- HOMO energy: -6.88 eV
- Charge: 0
- Maximum force: 3.7 eV/A
- Total energy: -35329.99223 eV

Element x y z (Å)
O1 6.473 1.591 0.100
O2 0.643 0.424 1.430
N1 0.268 -3.035 0.482
N2 2.197 -2.037 0.300
N3 -1.738 2.321 -3.318
N4 -2.098 0.976 -1.534
C1 -4.226 -0.315 -0.182
C2 4.295 -1.252 -0.681
C3 -5.598 -0.399 0.060
C4 -1.827 1.055 -3.780
C5 -1.989 0.747 0.008
C6 -1.899 3.441 -1.107
C7 1.190 -4.015 0.124
C8 0.878 -1.827 0.594
C9 4.419 0.804 1.213
C10 -1.161 -0.458 0.219
C11 -3.450 0.498 0.610
C12 0.154 -0.539 0.755
C13 3.252 -1.099 0.256
C14 2.390 -3.392 0.012
C15 -5.307 0.912 2.064
C16 3.348 -0.079 1.199
C17 6.430 2.756 0.952
C18 5.427 0.720 0.227
C19 -1.122 -3.341 0.771
C20 5.354 -0.342 -0.715
C21 -2.025 0.207 -2.704
C22 -1.919 2.255 -1.994
C23 -3.960 1.107 1.745
C24 -6.135 0.163 1.216
H1 -6.190 -0.915 -0.683
H2 -1.535 -2.652 1.521
H3 6.135 -0.427 -1.482
H4 -3.764 -0.844 -0.993
H5 -1.772 0.804 -4.830
H6 6.543 2.486 2.011
H7 5.503 3.331 0.817
H8 -1.535 -1.362 -0.295
H9 -1.764 -3.290 -0.123
H10 -0.912 3.925 -1.168
H11 -2.672 4.149 -1.435
H12 4.449 1.597 1.954
H13 -2.111 -0.848 -2.712
H14 3.360 -3.783 -0.181
H15 4.264 -2.082 -1.402
H16 2.591 0.095 1.945
H17 -1.550 1.693 0.322
H18 -1.125 -4.361 1.152
H19 -5.738 1.337 2.965
H20 7.279 3.354 0.638
H21 -2.112 3.164 -0.064
H22 0.933 -5.044 -0.032
H23 -3.326 1.717 2.389
H24 -7.219 0.111 1.364